1.
Density functional theory data (ωB97M-V/def2-TZVPD) for one molecule with the formula C15H19N3O5S.

Output
ΔE to the lowest compared entry with this formula, charge and spin: 0.583 eV
Highest occupied orbital energy: -8.67 eV
Spin multiplicity: 1
HOMO-LUMO gap: 9.1 eV
Charge: 0

Positions of all 43 atoms, in Å:
1 C 2.82447 2.67330 0.99237
2 C 3.35557 1.53609 0.13431
3 O 2.72379 0.33435 0.51609
4 C 3.19794 -0.78501 -0.19691
5 C 2.53493 -2.05274 0.34542
6 C 1.05866 -2.04945 0.08514
7 C 0.14024 -1.81720 1.07083
8 O 0.51125 -1.63146 2.34386
9 N -1.20439 -1.76078 0.85074
10 C -1.63334 -1.96898 -0.35698
11 S -3.34400 -1.94146 -0.72065
12 C -4.07167 -1.31816 0.83433
13 C -3.95259 0.20596 0.82824
14 O -4.86533 0.92552 0.50053
15 N -2.72917 0.63540 1.21407
16 C -2.21649 1.93122 0.79243
17 C -1.43820 1.74466 -0.47148
18 C -0.21234 1.18433 -0.69505
19 C -0.06473 1.11127 -2.10194
20 C -1.21217 1.62161 -2.62468
21 O -2.04986 2.00129 -1.64762
22 N -0.80983 -2.23158 -1.38497
23 C 0.59818 -2.26103 -1.26117
24 O 1.26958 -2.46407 -2.24903
25 H 2.96290 2.43469 2.04330
26 H 1.76495 2.82472 0.80497
27 H 3.35930 3.58978 0.75966
28 H 3.16370 1.73812 -0.93165
29 H 4.44503 1.43777 0.26764
30 H 2.97567 -0.67848 -1.26868
31 H 4.29011 -0.86614 -0.07983
32 H 2.71097 -2.11795 1.41808
33 H 2.98427 -2.90716 -0.16308
34 H -0.27666 -1.49425 2.88725
35 H -3.54652 -1.79110 1.66068
36 H -5.11856 -1.61431 0.80476
37 H -2.02254 -0.08104 1.35497
38 H -3.07285 2.58341 0.61198
39 H -1.58656 2.33954 1.58565
40 H 0.50450 0.87132 0.03728
41 H 0.77424 0.72145 -2.64082
42 H -1.53851 1.76810 -3.63496
43 H -1.18393 -2.38156 -2.31509

---

2.
Density functional theory data (ωB97M-V/def2-TZVPD) for one molecule with the formula C15H19N3OS2.

Output
ΔE to the lowest compared entry with this formula, charge and spin: 0.707 eV
Highest occupied orbital energy: -7.76 eV
Spin multiplicity: 1
HOMO-LUMO gap: 8.1 eV
Charge: 0

Positions of all 40 atoms, in Å:
1 C -7.34859 -0.58283 0.85304
2 C -5.97367 -0.19516 0.40144
3 C -4.95868 0.01530 1.32844
4 C -3.68753 0.38784 0.93760
5 C -3.40744 0.55947 -0.41436
6 N -2.14819 0.93562 -0.88422
7 C -1.03575 1.19445 -0.17387
8 N -0.87810 1.13422 1.10479
9 N 0.34439 1.43378 1.51725
10 C 1.17315 1.74133 0.59219
11 S 2.78740 2.27781 0.91985
12 C 3.65531 1.85525 -0.63140
13 C 4.22099 0.43766 -0.64344
14 C 3.16715 -0.64783 -0.40534
15 C 3.84025 -2.01807 -0.38423
16 C 4.95497 -2.00459 0.65862
17 C 5.90695 -0.84789 0.35846
18 O 5.23982 0.39257 0.33225
19 S 0.44423 1.67387 -1.03955
20 C -4.41452 0.35155 -1.35307
21 C -5.68038 -0.02087 -0.94465
22 H -7.29848 -1.36788 1.60505
23 H -7.85177 0.27462 1.30044
24 H -7.94921 -0.93359 0.01759
25 H -5.16747 -0.11538 2.38016
26 H -2.90812 0.54812 1.66345
27 H -2.06940 1.03635 -1.88610
28 H 4.47988 2.56493 -0.68370
29 H 2.97336 2.01777 -1.46390
30 H 4.67166 0.27374 -1.64292
31 H 2.41079 -0.60045 -1.19103
32 H 2.68724 -0.47198 0.55966
33 H 3.10762 -2.79244 -0.15149
34 H 4.26196 -2.23461 -1.36975
35 H 5.50781 -2.94447 0.65075
36 H 4.52392 -1.86042 1.65079
37 H 6.66908 -0.75133 1.13408
38 H 6.40341 -1.02063 -0.61098
39 H -4.20372 0.48231 -2.40578
40 H -6.45034 -0.17812 -1.68615

---

3.
Density functional theory data (ωB97M-V/def2-TZVPD) for a 2-piece molecular cluster, C15H19NO4 overall.

Output
ΔE to the lowest compared entry with this formula, charge and spin: 2.007 eV
Highest occupied orbital energy: -8.37 eV
Spin multiplicity: 1
HOMO-LUMO gap: 7.7 eV
Charge: 0

Positions of all 39 atoms, in Å:
1 C 3.10902 -1.97769 -2.03921
2 C 3.18465 -1.62138 -0.56773
3 C 4.46936 -2.14610 0.08036
4 O 3.16905 -0.19276 -0.37049
5 C 1.98768 0.45967 -0.61347
6 O 1.97980 1.67294 -0.67163
7 C 0.75987 -0.37046 -0.67814
8 C -0.44094 0.25803 -0.84274
9 C -1.73000 -0.40519 -0.82533
10 C -1.93431 -1.65651 -1.46377
11 C -3.17282 -2.28784 -1.40167
12 C -4.22875 -1.70306 -0.68437
13 C -4.04799 -0.45808 -0.06390
14 C -2.82250 0.19748 -0.15728
15 C 0.85383 -1.67480 0.03825
16 O -0.07906 -2.22144 0.58329
17 O 2.10096 -2.21877 0.17221
18 H 2.19415 -1.59192 -2.49953
19 H 3.97964 -1.55281 -2.55161
20 H 3.13813 -3.06807 -2.14561
21 H 4.47976 -1.87669 1.14068
22 H 4.51895 -3.23531 -0.00827
23 H 5.34529 -1.70882 -0.40588
24 H -0.38599 1.32943 -1.01618
25 H -1.10512 -2.11508 -2.00847
26 H -3.30722 -3.25123 -1.89746
27 H -5.18924 -2.21510 -0.61231
28 H -4.86316 0.00197 0.49775
29 H -2.65165 1.16695 0.32168
30 C -2.16332 3.53281 1.96059
31 N -0.93161 2.84747 2.23366
32 C 0.30283 3.55021 2.01874
33 H -2.99954 2.84166 2.12905
34 H -2.32160 4.43950 2.57294
35 H -2.16066 3.83478 0.90164
36 H -0.94187 2.23522 3.04080
37 H 1.13987 2.87876 2.24754
38 H 0.36369 3.83380 0.95763
39 H 0.40081 4.46845 2.62823

---

4.
Density functional theory data (ωB97M-V/def2-TZVPD) for C15H19NOOsS9 as an isolated structure.

Output
ΔE to the lowest compared entry with this formula, charge and spin: 4.042 eV
Highest occupied orbital energy (alpha / beta): -9.98 / -9.94 eV
Spin multiplicity: 2
HOMO-LUMO gap (alpha / beta): 5.0 / 5.1 eV
Charge: +1

Positions of all 46 atoms, in Å:
1 Os 0.24911 -0.26567 0.05000
2 O 0.15816 2.06879 0.11464
3 N -0.66393 2.50720 -0.79668
4 C -1.39917 3.60544 -0.54541
5 C -2.33320 4.06515 -1.44012
6 C -2.50722 3.40067 -2.65198
7 C -1.71505 2.30801 -2.92596
8 C -0.79202 1.85471 -1.98680
9 S 0.20685 0.47659 -2.29722
10 H -1.20860 4.07736 0.40571
11 H -2.92672 4.92939 -1.19567
12 H -3.24498 3.73177 -3.36540
13 H -1.79807 1.76886 -3.85524
14 C 2.81362 -2.86659 -1.37564
15 C 2.06274 -3.76174 -0.40119
16 S 0.67463 -2.95024 0.50210
17 C 1.34744 -2.80925 2.19866
18 C 2.51874 -1.86076 2.32841
19 S 2.08972 -0.10881 1.95291
20 C 3.55236 0.33226 0.94476
21 C 3.51681 -0.21851 -0.47128
22 S 4.19013 -1.92368 -0.61969
23 H 2.14186 -2.16987 -1.88303
24 H 3.29300 -3.49447 -2.12562
25 H 2.73450 -4.18491 0.34683
26 H 1.58862 -4.57791 -0.94959
27 H 1.64294 -3.81321 2.51524
28 H 0.50298 -2.48605 2.80809
29 H 3.32456 -2.13507 1.64587
30 H 2.88631 -1.88332 3.35421
31 H 4.43546 -0.00248 1.49133
32 H 3.53014 1.42259 0.91083
33 H 4.12225 0.40869 -1.12558
34 H 2.47740 -0.22574 -0.84651
35 C -4.90141 -2.10470 -0.92902
36 S -5.48922 -1.18847 0.53341
37 C -4.18499 -1.36714 1.68803
38 C -2.87149 -1.04062 1.51297
39 S -2.20047 -0.41873 0.07471
40 S -1.85013 -1.24261 2.93396
41 C -3.09296 -1.81528 4.02423
42 S -2.78559 -2.24466 5.57140
43 S -4.66503 -1.90935 3.28003
44 H -5.56097 -1.81299 -1.74137
45 H -5.00213 -3.16715 -0.73240
46 H -3.87611 -1.84187 -1.16506

---

5.
Density functional theory data (ωB97M-V/def2-TZVPD) for C15H20BF4OPb as an isolated structure.

Output
ΔE to the lowest compared entry with this formula, charge and spin: 5.601 eV
Highest occupied orbital energy: -3.26 eV
Spin multiplicity: 1
HOMO-LUMO gap: 5.8 eV
Charge: -1

Positions of all 42 atoms, in Å:
1 Pb 0.00226 -0.05375 0.61162
2 C 1.94884 0.22233 2.23668
3 C 2.31486 -0.65354 1.18300
4 C 2.34777 0.11289 -0.02102
5 H 2.53466 -1.71310 1.28227
6 C 1.88855 1.45185 0.27543
7 C 1.62493 1.51467 1.66609
8 H 1.24573 2.37579 2.22783
9 H 1.76344 -0.10476 3.25811
10 H 2.63812 -0.25620 -0.99802
11 H 1.78594 2.26409 -0.43982
12 C -2.20065 0.07972 1.82124
13 C -1.52948 1.29418 2.21949
14 C -1.24064 2.05451 1.05964
15 H -1.16186 1.53107 3.22051
16 C -1.79161 1.35468 -0.07041
17 C -2.37694 0.11503 0.42524
18 H -2.81395 -0.66906 -0.18156
19 H -2.43037 -0.76059 2.48431
20 H -0.71589 3.00799 1.01449
21 H -1.79916 1.71146 -1.09760
22 O -0.10289 -0.99615 -1.30460
23 C -0.19392 -0.62693 -2.70902
24 C 0.50097 -1.95916 -3.08562
25 C 0.55532 0.63881 -3.02482
26 C -1.65085 -0.57093 -3.10658
27 C 0.41278 -2.32955 -1.60862
28 H 1.51902 -1.81489 -3.43518
29 H -0.06927 -2.58856 -3.75482
30 H -0.34391 -3.07037 -1.32959
31 H 1.35619 -2.52730 -1.08245
32 H 0.53654 0.80623 -4.11131
33 H 1.59966 0.58148 -2.70324
34 H 0.08590 1.50829 -2.54080
35 H -1.74579 -0.84556 -4.16530
36 H -2.06424 0.43741 -2.98153
37 H -2.24705 -1.27033 -2.51036
38 F -0.05882 -0.11589 2.88448
39 B -0.02958 -0.03493 4.38941
40 F 0.60374 1.16030 4.69181
41 F -1.33813 -0.08922 4.65016
42 F 0.63975 -1.17202 4.66044

---

6.
Density functional theory data (ωB97M-V/def2-TZVPD) for C15H20BrFHoO2S5 as an isolated structure.

Output
Highest occupied orbital energy (alpha / beta): -2.86 / -2.88 eV
Spin multiplicity: 5
HOMO-LUMO gap (alpha / beta): 5.0 / 5.0 eV
Charge: -1

Positions of all 45 atoms, in Å:
1 Ho 0.55724 0.01180 0.19932
2 C -2.96142 1.34558 -1.73005
3 C -2.83243 2.14206 -0.41743
4 S -1.16807 2.68007 0.07174
5 C -0.68611 3.92738 -1.13881
6 C -0.04066 3.28085 -2.37546
7 S 1.23228 2.08172 -1.86718
8 C 1.03360 1.05808 -3.40185
9 C 1.65042 -0.35353 -3.30981
10 S 0.76072 -1.55052 -2.28246
11 C -0.75711 -1.84447 -3.31081
12 C -1.87634 -0.80129 -3.28997
13 S -2.05819 -0.22313 -1.57050
14 H -2.58706 1.96040 -2.58185
15 H -4.02702 1.14207 -1.89891
16 H -3.10776 1.54913 0.43161
17 H -3.51612 2.99394 -0.43612
18 H 0.00997 4.59134 -0.61119
19 H -1.55326 4.56707 -1.38719
20 H 0.40015 3.99831 -3.07154
21 H -0.84195 2.71103 -2.88479
22 H 1.48519 1.58539 -4.23973
23 H -0.03529 1.03064 -3.56163
24 H 2.59912 -0.29377 -2.77226
25 H 1.73184 -0.77046 -4.29257
26 H -1.11890 -2.82073 -2.98637
27 H -0.39523 -1.90499 -4.34701
28 H -2.82434 -1.29784 -3.56542
29 H -1.72847 0.01661 -4.00457
30 Br 3.81892 -0.13312 4.36768
31 C 2.45241 -1.45906 4.83148
32 C 2.63372 -2.10852 6.07772
33 C 1.81229 -3.19786 6.39954
34 C 0.80922 -3.60050 5.50440
35 C 0.58310 -2.87633 4.33328
36 C 1.37785 -1.79643 3.97466
37 C 0.89711 -1.10858 2.64906
38 O 0.93855 0.15558 2.50194
39 O 0.44724 -1.82261 1.69252
40 H 3.45420 -1.81730 6.73181
41 H 2.00132 -3.78760 7.25669
42 H 0.24544 -4.48826 5.75921
43 H -0.20153 -3.15485 3.63709
44 F -1.72416 0.29551 0.94417
45 S 3.10954 0.08720 -0.02843

---

7.
Density functional theory data (ωB97M-V/def2-TZVPD) for C15H20ClN3OS as an isolated structure.

Output
ΔE to the lowest compared entry with this formula, charge and spin: 17.828 eV
Highest occupied orbital energy: -8.04 eV
Spin multiplicity: 1
HOMO-LUMO gap: 6.8 eV
Charge: 0

Positions of all 41 atoms, in Å:
1 C -2.75504 -2.47734 -2.27746
2 H -3.39412 -2.67887 -1.43149
3 H -3.28096 -3.11989 -3.22456
4 H -2.90655 -1.35374 -2.60182
5 C -1.46475 -2.66450 -2.23029
6 N -0.43662 -1.96134 -1.24736
7 C -0.56310 -2.17122 0.29426
8 H -0.63203 -3.20857 0.14654
9 C -1.81926 -1.46886 0.64683
10 C -1.55981 -0.70886 1.96984
11 N -0.46937 0.37526 1.53732
12 C -1.11085 1.59129 0.88604
13 S -2.99005 1.76240 0.68329
14 N -0.33099 2.46121 0.62031
15 C 0.90522 2.65825 0.82291
16 C 1.81420 3.64843 0.63937
17 C 2.98162 3.65366 0.93816
18 C 3.69321 2.58125 1.59949
19 C 2.86759 1.42661 1.75509
20 C 1.61612 1.43926 1.67059
21 C 0.69032 0.44633 1.95176
22 O 1.31834 -0.62782 2.71279
23 H 3.40321 0.59923 2.40002
24 H 4.86660 2.52054 1.83226
25 Cl 4.10603 5.01759 0.02416
26 H 1.26392 4.41452 -0.06270
27 H -0.96788 3.38395 0.28564
28 H -2.35019 -0.40180 2.27147
29 H -0.89113 -1.29055 2.81472
30 H -2.57374 -2.35610 1.10973
31 H -2.29290 -0.93900 -0.10903
32 H 0.26641 -1.72045 0.47768
33 C -0.17340 -0.70123 -1.79223
34 C 1.20216 -0.18175 -1.51158
35 H 1.89636 -0.89696 -2.08179
36 H 1.68240 -0.45634 -0.63039
37 H 1.38132 0.81785 -2.07130
38 H -0.31055 -0.72935 -2.64935
39 H -0.77988 0.06512 -1.26790
40 H -0.63099 -2.79956 -3.19395
41 H -1.27087 -3.94866 -1.70706

---

8.
Density functional theory data (ωB97M-V/def2-TZVPD) for one molecule with the formula C15H20ClN7O2.

Output
ΔE to the lowest compared entry with this formula, charge and spin: 0.000 eV
Highest occupied orbital energy: -8.42 eV
Spin multiplicity: 1
HOMO-LUMO gap: 8.1 eV
Charge: 0

Positions of all 45 atoms, in Å:
1 N -1.04242 4.50253 2.06843
2 C -1.43139 3.32006 2.61980
3 N -2.29076 3.17929 3.59353
4 N -2.40937 1.80562 3.68985
5 C -3.24675 1.08785 4.49226
6 C -3.30069 -0.25850 4.31157
7 Cl -4.38208 -1.17341 5.27757
8 C -2.39471 -0.90001 3.31720
9 N -1.55399 -0.20640 2.52929
10 C -1.61053 1.18377 2.73168
11 C -0.98232 2.10927 2.03948
12 C -0.04704 2.00914 0.93051
13 O 0.25917 2.94028 0.25407
14 N 0.50820 0.76913 0.71549
15 C 1.39375 0.39035 -0.39070
16 C 2.62289 -0.35397 0.23651
17 N 2.22743 -1.59784 0.94904
18 C 1.50753 -2.58346 0.15419
19 C 0.28504 -1.88948 -0.54968
20 C 0.68453 -0.60568 -1.32852
21 O 1.54128 -0.89946 -2.41677
22 C 0.90636 -1.34879 -3.60653
23 C 1.87564 -1.68722 -4.75555
24 N 1.15164 -0.72609 -5.61909
25 C 0.34257 -0.22373 -4.49343
26 H -0.62316 4.37769 1.15663
27 H -1.75218 5.23566 2.14329
28 H -3.85304 1.60289 5.26355
29 H -2.43043 -1.98084 3.22999
30 H 0.16121 0.02079 1.28172
31 H 1.59862 1.25060 -1.03274
32 H 3.34050 -0.58685 -0.59908
33 H 3.14627 0.30391 0.87041
34 H 1.69891 -1.33834 1.77884
35 H 2.15489 -3.01940 -0.62613
36 H 1.19625 -3.43122 0.78792
37 H -0.15188 -2.64339 -1.21592
38 H -0.43960 -1.66212 0.21198
39 H -0.21450 -0.11856 -1.72303
40 H 0.21375 -2.18850 -3.42201
41 H 1.90083 -2.72998 -5.07677
42 H 2.88537 -1.31016 -4.56476
43 H 0.56398 -1.22968 -6.27566
44 H -0.71703 -0.17591 -4.70850
45 H 0.70725 0.78015 -4.22992

---

Which of these has the highest spin multiplicity?
C15H20BrFHoO2S5